9
Properties=species:S:1:pos:R:3:forces:R:3:mulliken_charge:R:1 method="wB97M-V/def2-TZVPD" orbital_gap_ev=11.4 lumo_ev=0.96 de_lowest_kj_mol=164.62 e_tot_ha=-226.162483 smiles=N#C[C@H]1CN1
N -2.064 0.916 -1.358 0.889 -0.298 0.305 -0.40
N 0.305 -1.119 0.229 -0.480 -0.475 -0.027 -0.53
C 0.589 0.159 0.869 -0.190 -0.616 0.347 -0.40
C 0.280 0.090 -0.580 0.005 0.060 -0.211 0.06
C -1.017 0.567 -1.013 -0.804 0.423 -0.297 0.16
H -0.156 0.623 1.528 0.521 -0.250 -0.220 0.28
H -0.614 -1.450 0.476 -0.393 -0.051 -0.316 0.26
H 1.070 0.194 -1.315 -0.093 -0.086 0.026 0.32
H 1.607 0.020 1.164 0.545 1.295 0.391 0.25